No. 1
Molecular formula: FHN2O3
Method: DFT, ωB97M-V/def2-TZVPD

```
7
Properties=species:S:1:pos:R:3:forces:R:3:lowdin_charge:R:1
N -0.47274 1.54532 0.29708 -0.9526 -0.7603 2.6566 -0.1388
H 1.40679 1.73743 -0.13773 -0.0656 -0.2219 0.7755 0.1218
O -1.27375 -1.86548 0.13394 -0.0087 -0.8831 0.2468 0.1285
N -0.50401 -2.62922 -0.16767 -0.0083 1.5626 -0.4184 0.0807
O 0.50860 1.83964 -0.50266 0.9655 0.5201 -1.6883 0.0276
O -0.17716 1.23642 1.42690 0.0474 0.4233 -1.7666 -0.0100
F 0.51228 -1.86410 -1.04987 0.0223 -0.6407 0.1945 -0.2097
```
Positions in Å, forces in eV/Å.

Properties
Calculated total energy = -435.50135 Eh
LUMO = -0.99 eV
ΔE to the lowest compared entry with this formula, charge and spin = 0.1499 eV
M = 96.0 g mol⁻¹
SMILES = O=NF.O=NO

***

No. 2
Molecular formula: FHNO4S2
Method: DFT, ωB97M-V/def2-TZVPD

```
9
Properties=species:S:1:pos:R:3:forces:R:3:lowdin_charge:R:1
H -0.25992 0.88247 -1.39659 -0.8015 1.3178 1.4884 0.1239
O -1.69179 0.17199 -0.23207 0.3274 -0.7990 -0.5401 -0.4162
O 1.25396 -1.64860 -0.77348 0.5871 -0.0839 -1.0076 -0.3779
F -0.11283 -3.30322 0.50994 0.2678 0.0171 -0.1168 -0.6000
N -0.88901 1.24205 -0.58883 -0.2220 -1.1567 -2.4610 -0.4038
O 0.86979 2.56715 0.69916 -0.5572 -1.2177 -0.0280 -0.4973
O 0.68462 0.06003 0.73559 2.1489 0.0483 0.6938 -0.6641
S 0.26745 -1.44103 0.22551 -2.4349 -0.6236 0.9919 1.0164
S -0.12228 1.46917 0.82077 0.6843 2.4976 0.9794 0.8191
```
Positions in Å, forces in eV/Å.

Properties
Calculated total energy = -1252.45973 Eh
LUMO (alpha / beta) = 2.71 / 2.71 eV
ΔE to the lowest compared entry with this formula, charge and spin = 4.3105 eV
M = 162.1 g mol⁻¹
Charge = -1

***

No. 3
Molecular formula: FI2P
Method: DFT, ωB97M-V/def2-TZVPD

```
4
Properties=species:S:1:pos:R:3:forces:R:3:lowdin_charge:R:1
F -2.43537 0.24221 -0.47194 2.1693 -0.1939 0.9035 -0.6376
P 0.10240 0.01204 0.81207 -2.3596 -0.0991 -0.2959 -0.1379
I 1.35381 1.67665 -0.18909 0.2420 0.6805 -0.4011 0.3980
I 0.97917 -1.93090 -0.15104 -0.0517 -0.3875 -0.2065 0.3774
```
Positions in Å, forces in eV/Å.

Properties
Calculated total energy = -1036.51802 Eh
LUMO = -3.14 eV
ΔE to the lowest compared entry with this formula, charge and spin = 3.7505 eV
M = 303.8 g mol⁻¹

***

No. 4
Molecular formula: FN2O3S
Method: DFT, ωB97M-V/def2-TZVPD

```
7
Properties=species:S:1:pos:R:3:forces:R:3:lowdin_charge:R:1
O -2.49362 -1.29636 0.35094 0.8119 0.5933 0.1727 -0.1481
N -1.72673 -0.39413 0.69666 -1.1634 -0.8075 -0.2354 -0.6241
O 1.29863 -0.84714 -1.23916 0.4263 -0.6538 -0.6827 -0.0393
F 0.14093 2.03870 -0.60882 -0.4009 -0.5179 0.3403 -0.6491
O 2.13388 0.17129 0.45850 1.3522 -0.0355 0.5346 -0.0740
N 1.22469 -0.21839 -0.21820 -1.6699 0.5988 0.1011 -0.5720
S -0.57779 0.54603 0.56008 0.6438 0.8226 -0.2305 1.1065
```
Positions in Å, forces in eV/Å.

Properties
Calculated total energy = -833.14200 Eh
LUMO = 3.96 eV
ΔE to the lowest compared entry with this formula, charge and spin = 0.5597 eV
M = 127.1 g mol⁻¹
Charge = -1

***

No. 5
Molecular formula: FNO3S
Method: DFT, ωB97M-V/def2-TZVPD

```
6
Properties=species:S:1:pos:R:3:forces:R:3:lowdin_charge:R:1
O 0.84502 0.79984 -1.87296 -0.9466 -0.2812 0.9180 0.1371
N 0.44971 0.85216 -0.79286 1.3082 0.9584 -1.7084 -0.0193
F -0.00529 -1.72749 0.73119 -0.7832 -0.7520 -0.1424 -0.2874
O 0.31118 0.37408 1.54846 -0.6973 0.7129 1.2987 -0.4148
O -0.81256 0.05206 -0.60655 -0.3109 -0.3738 0.3651 -0.3539
S -0.78805 -0.35064 0.99272 1.4298 -0.2643 -0.7311 0.9382
```
Positions in Å, forces in eV/Å.

Properties
Calculated total energy = -778.40956 Eh
LUMO = -0.83 eV
ΔE to the lowest compared entry with this formula, charge and spin = 0.1750 eV
M = 113.1 g mol⁻¹

***

No. 6
Molecular formula: FNO3S
Method: DFT, ωB97M-V/def2-TZVPD

```
6
Properties=species:S:1:pos:R:3:forces:R:3:lowdin_charge:R:1
O -0.16684 -0.53168 2.07304 -0.4947 0.2675 -3.8216 0.0731
F 0.49958 1.78601 -1.50528 -0.4139 -1.7325 0.7626 -0.3142
S -0.16256 0.25471 -1.36745 0.3009 0.0019 -0.3459 1.0381
O 0.82334 -0.76852 -1.16499 0.3321 1.2404 -1.6305 -0.3890
O -0.76250 0.38731 0.20881 -0.0991 1.7228 -0.4303 -0.2908
N -0.17508 -0.66211 0.86708 0.3747 -1.5001 5.4658 -0.1172
```
Positions in Å, forces in eV/Å.

Properties
Calculated total energy = -778.39254 Eh
LUMO = -0.68 eV
ΔE to the lowest compared entry with this formula, charge and spin = 0.6379 eV
M = 113.1 g mol⁻¹

***

No. 7
Molecular formula: FNO4S
Method: DFT, ωB97M-V/def2-TZVPD

```
7
Properties=species:S:1:pos:R:3:forces:R:3:lowdin_charge:R:1
O -1.63109 -0.46002 1.10076 -0.8365 0.1859 -0.0600 -0.1961
N 1.25054 -0.69256 -0.08812 6.6994 -3.9754 -2.0315 -0.0517
S -0.94079 0.26013 0.11094 3.2484 0.1457 0.9002 0.7422
F 0.59837 0.65283 0.92049 -3.2337 2.6016 0.7004 -0.2353
O 2.10831 -0.51071 -0.85173 -2.5344 0.1894 1.4704 0.1516
O -0.10170 -0.78846 -0.78121 -3.3085 2.4360 -0.7239 -0.2127
O -1.28364 1.53880 -0.41112 -0.0347 -1.5832 -0.2556 -0.1979
```
Positions in Å, forces in eV/Å.

Properties
Calculated total energy = -853.58857 Eh
LUMO = -0.69 eV
ΔE to the lowest compared entry with this formula, charge and spin = 1.8982 eV
M = 129.1 g mol⁻¹
SMILES = O=NOS(=O)(=O)F

***

No. 8
Molecular formula: FNOS
Method: DFT, ωB97M-V/def2-TZVPD

```
4
Properties=species:S:1:pos:R:3:forces:R:3:lowdin_charge:R:1
S -1.20247 -0.75924 0.04002 1.4704 -0.9615 -0.2448 0.8079
F -1.64374 0.75383 -0.03752 0.0265 0.8016 0.0862 -0.5034
N 0.74597 -0.61444 -0.08241 -0.8069 2.6510 0.6128 -0.2284
O 1.11135 0.51072 0.02819 -0.6899 -2.4911 -0.4541 -0.0761
```
Positions in Å, forces in eV/Å.

Properties
Calculated total energy = -627.93544 Eh
LUMO = -0.86 eV
ΔE to the lowest compared entry with this formula, charge and spin = 0.0639 eV
M = 81.1 g mol⁻¹
SMILES = O=NSF